Record 1
Entry from the Open Molecules 2025 dataset: a 3-piece molecular cluster, C24H54N6P overall at a distorted geometry (ωB97M-V with the def2-TZVPD basis set).

XYZ file:
```
85
Properties=species:S:1:pos:R:3
N -1.72721 0.88222 2.19974
P -1.08516 1.62538 0.91478
N -0.96293 0.63135 -0.53015
C -0.18017 -0.57940 -0.13717
C -0.67467 -1.97473 -0.75741
N -2.16504 -2.15735 -0.84954
C -2.96923 -0.93269 -0.43438
C -2.27015 0.32265 -1.18170
C -3.24615 1.58083 -1.43112
C -4.66472 1.52417 -0.66649
C -4.59270 1.64756 0.93064
C -6.05294 1.92888 1.59884
N -6.99030 0.78183 1.48063
C -6.89339 -0.49650 0.81183
C -8.11521 -1.44764 0.86575
C -9.08055 -0.57765 1.75299
C -8.33215 0.75601 2.09849
H -0.97644 0.87094 2.91662
H 0.26857 2.05071 1.23103
H -1.87053 2.81721 0.72398
H 0.89780 -0.41479 -0.53767
H -0.06216 -0.73192 0.99584
H -0.28620 -2.81475 -0.05831
H -0.15970 -2.17288 -1.76944
H -2.47066 -2.98543 -0.30657
H -2.40437 -2.37742 -1.84328
H -4.04448 -1.14051 -0.78504
H -2.92060 -0.89474 0.70614
H -2.00359 -0.07611 -2.24318
H -2.74041 2.60702 -1.24402
H -3.51040 1.60389 -2.56156
H -5.25049 0.61864 -1.05635
H -5.25867 2.45206 -1.03527
H -4.23282 0.66341 1.42138
H -3.94653 2.55010 1.25346
H -6.47377 2.90576 1.17945
H -5.86030 2.08728 2.73085
H -5.99100 -0.88462 0.23704
H -8.27893 -2.48142 0.39217
H -10.11968 -0.92804 2.05588
H -8.76834 1.59105 2.74984
C 3.17385 0.91379 1.73283
C 4.00351 0.16329 2.76657
N 3.20375 -0.57862 3.73614
C 3.97772 -1.05951 4.88104
C 5.07365 -2.08827 4.61407
C 2.24912 -1.53609 3.18406
C 2.79873 -2.64373 2.28765
H 2.45253 1.58066 2.21250
H 3.83017 1.52478 1.10659
H 2.63636 0.23059 1.06819
H 4.59762 0.91214 3.30433
H 4.72011 -0.48542 2.24769
H 3.29333 -1.45957 5.63734
H 4.44147 -0.18815 5.36072
H 4.65858 -3.07840 4.42216
H 5.71072 -2.17868 5.49843
H 5.71623 -1.80613 3.77867
H 1.49730 -0.97780 2.61431
H 1.68084 -1.99293 4.00149
H 3.52254 -2.27674 1.55627
H 1.97487 -3.09681 1.72504
H 3.25822 -3.44530 2.86592
C 5.05055 -0.04443 -1.88107
C 3.68598 0.38657 -2.40654
N 3.74853 1.40914 -3.44402
C 2.45151 2.01603 -3.73810
C 1.36581 1.11864 -4.32848
C 4.56782 1.09199 -4.61310
C 4.21098 -0.16417 -5.40422
H 5.62683 0.81290 -1.52574
H 4.92053 -0.73304 -1.04083
H 5.63255 -0.56968 -2.64258
H 3.12827 0.79113 -1.55127
H 3.13508 -0.50182 -2.74358
H 2.59720 2.87700 -4.39955
H 2.06408 2.44612 -2.80483
H 1.55184 0.90004 -5.38030
H 0.40118 1.63332 -4.27818
H 1.26097 0.17769 -3.78464
H 5.60875 1.00444 -4.28592
H 4.57271 1.94902 -5.29497
H 4.01126 -1.02605 -4.76327
H 5.05036 -0.43396 -6.05238
H 3.35235 -0.00434 -6.05720
```

F_max   6.68 eV Å⁻¹
Total charge   +1
LUMO   -3.304 eV
Spin multiplicity   1

Record 2
Entry from the Open Molecules 2025 dataset: a 2-piece molecular cluster, C7H10FN3O overall at a distorted geometry (ωB97M-V with the def2-TZVPD basis set).

XYZ file:
```
22
Properties=species:S:1:pos:R:3
C 0.72683 2.40930 -0.48221
C 1.99786 1.58839 0.04120
C 1.70368 0.14548 -0.15328
N 1.10891 -0.39002 -1.25131
N 1.05785 -1.70357 -1.06935
N 1.57765 -2.06157 0.08660
C 2.11586 -0.91470 0.58669
O 2.78014 -0.96051 1.69018
H -0.23973 2.11467 -0.06018
H 0.72179 2.44286 -1.52459
H 0.87900 3.53967 -0.10207
H 2.04371 1.86692 1.12777
H 2.75079 1.79760 -0.73932
H 0.41037 -2.30379 -1.46378
H 2.49287 -1.80390 2.01724
F -1.54355 -3.69576 -0.23310
C -1.52611 -2.41958 0.07759
C -1.73850 -1.20371 -0.26175
C -1.41070 -1.44952 1.20624
H -1.95025 -0.58150 -1.12955
H -0.49249 -1.34512 1.70546
H -2.23240 -1.58217 1.84483
```

F_max   4.38 eV Å⁻¹
LUMO   0.831 eV
SMILES   CCc1n[nH]nc1O.FC1=CC1
Spin multiplicity   1

Record 3
Entry from the Open Molecules 2025 dataset: an isolated ion of composition C5H8N and charge +1 at a distorted geometry (ωB97M-V with the def2-TZVPD basis set).

XYZ file:
```
14
Properties=species:S:1:pos:R:3
C 1.45266 -0.84565 0.00056
C 2.29868 -1.74540 -0.27936
C 0.10557 -0.59079 -0.37466
C -1.17079 -1.80431 0.06771
C 1.18717 1.65940 -0.10146
N 0.72065 0.37947 0.46596
H -0.12731 -0.26591 -1.38134
H -1.07849 -1.83877 1.14826
H -0.65954 -2.52123 -0.46776
H -2.18025 -1.38901 -0.18475
H 0.49160 2.46352 -0.17160
H 2.10343 2.08835 0.26892
H 1.50773 1.46453 -1.18277
H 0.55448 0.35031 1.51739
```

F_max   6.15 eV Å⁻¹
Total charge   +1
LUMO   -5.969 eV
Spin multiplicity   1